Record 1
ORCA calculation (the ωB97M-V functional and the def2-TZVPD basis) on 5 unconnected molecules or ions with the total composition C24H60F2N9O9P3 at a distorted geometry.

Cartesian coordinates (Å):
H (3.40556, 11.39687, 5.65507)
F (13.83814, 16.59199, 14.44603)
C (3.43558, 21.30735, 3.21776)
H (6.07892, 14.16986, 4.36607)
H (-3.17220, 16.40192, 9.61449)
C (14.85274, 16.38810, 13.54677)
H (-2.72583, 10.18327, 9.42667)
C (6.42456, 13.35263, 3.73300)
H (-1.76506, 13.91866, 7.93698)
H (-5.15001, 13.35965, 10.50896)
H (14.68450, 15.98646, 11.50548)
H (2.77260, 20.44334, 3.26312)
O (14.68906, 14.33995, 12.83188)
H (13.18552, 15.65415, 12.40653)
H (15.24321, 17.35599, 13.23242)
C (15.76439, 14.41502, 13.55359)
H (7.49912, 9.42717, 1.40955)
H (7.91612, 13.13198, 5.60838)
N (-3.64522, 11.92586, 10.16054)
C (7.80961, 9.69055, 2.42065)
C (6.23795, 15.13721, 11.04531)
N (3.38304, 22.20051, 7.19976)
H (1.22935, 21.89213, 4.20731)
C (-5.00327, 12.31491, 10.23495)
P (3.61448, 21.18146, 5.87049)
H (3.33164, 22.27861, 9.24020)
H (5.52804, 23.27286, 5.24230)
C (-3.54027, 10.46539, 10.09390)
H (3.80157, 20.76206, 8.66076)
N (-2.42876, 14.48016, 9.92697)
H (4.72216, 23.64795, 7.55487)
O (7.35032, 15.23908, 11.62074)
H (6.52101, 22.28443, 4.23648)
H (3.70708, 13.88331, 9.72999)
O (5.55708, 14.03786, 10.74332)
H (-3.12129, 10.08453, 11.02530)
H (-5.51966, 11.70655, 10.97747)
F (3.17322, 16.41448, 11.35155)
C (6.04673, 19.92587, 5.87625)
N (5.31853, 21.11823, 5.59156)
H (5.63766, 13.24139, 2.98701)
N (6.54284, 12.02735, 4.38893)
H (6.69192, 9.94370, 6.63024)
H (2.90832, 9.81631, 4.96575)
H (5.26719, 9.59134, 7.44785)
C (3.60416, 10.32535, 5.63268)
H (-0.54265, 14.36103, 9.13845)
C (6.39950, 8.06315, 3.22813)
H (3.11424, 21.92334, 2.37788)
H (-2.91882, 14.55353, 13.95419)
H (4.49803, 21.09699, 3.09512)
C (5.74609, 9.42221, 6.48341)
H (-4.19617, 15.41003, 10.68364)
C (1.89071, 22.69521, 4.53252)
H (3.66137, 24.06179, 6.16080)
H (5.38851, 19.10912, 6.17252)
C (-3.48049, 12.10793, 13.17803)
H (8.33823, 11.41963, 5.16873)
H (-1.44956, 15.59936, 8.47288)
H (-4.07061, 12.52704, 13.99301)
C (4.16594, 14.31053, 10.62163)
H (-5.55000, 12.25877, 9.29366)
O (-1.03811, 12.24363, 10.86272)
H (6.04738, 8.41795, 6.18544)
H (1.83520, 23.53698, 3.84226)
H (-4.26775, 15.00122, 9.07922)
H (8.70739, 9.11941, 2.65705)
H (1.66535, 22.95148, 5.56771)
H (2.04090, 21.23881, 8.56429)
H (-2.19787, 15.26415, 12.48220)
O (5.43489, 16.23265, 10.81421)
H (8.18727, 10.71180, 2.47071)
O (16.44554, 13.41243, 13.83502)
H (-2.66782, 11.50734, 13.58663)
N (-2.88510, 13.22227, 12.38276)
P (5.64854, 10.63295, 3.94431)
H (6.68983, 19.67704, 5.03209)
O (3.00378, 19.77381, 6.01287)
C (7.54957, 12.11792, 5.44891)
N (3.20315, 22.02589, 4.49620)
H (6.78484, 20.09590, 6.66008)
H (7.19673, 7.32419, 3.30848)
H (-1.31189, 14.07697, 13.43108)
C (-3.55531, 15.39885, 9.80201)
H (3.03757, 24.18189, 7.80296)
H (5.65428, 7.81246, 3.98304)
N (4.98726, 9.97964, 5.36964)
C (6.09006, 22.33894, 5.23619)
C (14.27170, 15.56425, 12.42169)
C (4.12283, 15.90873, 10.49472)
H (7.32380, 13.49997, 3.13488)
C (-2.30388, 14.35632, 13.07609)
H (3.54911, 13.98190, 11.45807)
N (6.79238, 9.43987, 3.41347)
H (7.11269, 11.71987, 6.36476)
C (-1.55611, 14.56240, 8.79141)
O (15.89927, 15.61757, 14.03629)
H (5.95999, 7.93311, 2.23918)
O (4.64185, 10.91151, 2.91270)
H (6.93780, 22.53188, 5.89362)
C (3.07939, 21.55475, 8.46529)
H (3.35109, 10.00144, 6.64220)
C (3.70855, 23.61777, 7.15515)
H (-4.44781, 9.92692, 9.82090)
P (-2.35812, 12.91167, 10.76807)
H (-4.11258, 11.49009, 12.54019)
H (3.90899, 16.20781, 9.46860)

Computed properties:
energy above the lowest of the compared OMol25 structures with the same formula, charge and spin = 99.4 kcal per mole
E_HOMO = -0.308 Ha
structure (SMILES) = CN(C)P(=O)(N(C)C)N(C)C.CN(C)P(=O)(N(C)C)N(C)C.CN(C)P(=O)(N(C)C)N(C)C.O=C1OC[C@@H](F)O1.O=C1OC[C@@H](F)O1
frontier orbital gap = 8.577 eV
calculated total energy = -91001.8137 eV

***

Record 2
ORCA calculation (the ωB97M-V functional and the def2-TZVPD basis) on a molecular structure, C24H60InN6O14 at a distorted geometry.

Cartesian coordinates (Å):
H (-2.74867, 3.30677, -2.55206)
H (1.81734, -1.03175, 5.18635)
O (-0.38873, 1.42813, -3.84488)
O (4.47403, -0.58184, -3.59039)
O (0.90485, 0.86762, -0.90207)
H (4.00270, 1.75437, -4.87286)
C (0.58007, -4.90332, 4.36689)
H (-4.04120, 6.51987, 0.83122)
C (-2.58767, 4.46177, 0.23340)
C (0.80285, -4.02698, -1.31462)
H (3.68482, 3.62797, -3.34863)
H (6.35221, -1.39104, -3.52436)
H (-1.16306, 3.17584, 0.88246)
H (-2.51214, -0.00649, 5.75886)
H (5.34173, -1.83719, -4.83838)
H (-4.20654, -0.72931, 1.23688)
H (2.57159, -0.85389, -4.00434)
H (-2.60610, 1.57160, 3.89997)
O (0.20287, -4.47253, -0.03546)
O (-2.59938, 5.22917, 1.50174)
H (-2.72093, 2.02259, 1.49093)
H (0.80691, -1.48233, 6.58068)
C (-3.67837, -0.34727, 0.36328)
H (-1.84381, 0.66846, 0.09969)
H (3.35965, 4.97917, 0.55248)
H (-0.73812, -6.08416, 1.85241)
H (-4.00297, 6.47150, 2.56003)
H (-2.19311, 1.01141, -3.24948)
O (2.47740, 0.70335, 1.55087)
C (-1.70595, 2.99248, -2.50657)
H (2.09836, 3.48361, -3.83334)
H (-4.68761, 5.11317, 1.69228)
O (2.02921, 1.14375, 3.52427)
H (-2.00953, -3.58246, -1.70289)
H (2.51891, 4.73014, -1.81700)
H (-3.15057, -1.30793, -1.77159)
H (-0.30787, -0.73587, -3.83476)
H (0.16254, -3.25288, -1.73753)
C (-2.22810, 1.09574, 1.78450)
C (-3.62039, -1.38914, -0.79140)
O (1.99311, -0.84689, -1.08999)
N (-2.28342, 0.01059, 0.72742)
H (0.93858, -6.76483, 2.30043)
C (-2.95033, -3.65295, -1.15697)
C (3.43002, -0.37604, -4.47640)
H (-3.68180, -0.84108, 4.96168)
H (-2.11116, 2.22047, -4.50757)
C (2.77214, 3.10368, -3.06538)
C (0.94099, -3.61979, 5.16296)
H (1.27605, 3.46834, -1.59632)
C (3.22848, 3.89794, 0.59547)
C (2.34603, 3.66482, -1.66432)
In (4.54370, 0.51929, -0.68306)
H (-1.23079, 3.90822, -2.85835)
N (-1.42082, 2.59977, -1.12940)
H (-3.87106, -3.70037, -1.73843)
H (-2.86367, -4.61744, -0.65662)
O (-2.09973, -0.47895, 3.69342)
H (2.36453, 1.31363, -4.98293)
H (3.49140, -0.76000, -5.49469)
H (0.85444, -4.89958, -1.96579)
N (0.80820, -4.81064, 2.90541)
N (0.92268, -0.33802, -0.99763)
H (1.22617, -5.67705, 4.78161)
O (-2.95782, -2.60101, -0.22849)
H (0.47575, -6.51804, -0.10560)
C (-0.36780, 0.12179, -4.50477)
C (-3.88240, 5.84762, 1.67441)
H (-0.48374, 4.27902, 0.02546)
C (3.26004, 1.11652, -4.39359)
N (1.72590, 0.76679, 2.40958)
H (0.19847, -0.39221, 5.26871)
H (-2.15062, -1.76159, 5.33267)
H (-3.51798, 3.95173, -0.01655)
H (2.34664, 3.63262, 1.17862)
C (5.62097, -0.98270, -4.22196)
H (-1.17536, 1.36639, 1.86563)
O (3.24861, 3.13178, -0.64173)
H (1.98796, -3.53189, 4.87272)
N (2.95239, 1.64946, -2.99380)
H (4.07505, 3.67274, 1.24410)
H (5.93147, -0.08296, -4.75313)
H (-3.84386, 0.56178, 3.19343)
H (-4.63458, -1.71523, -1.02199)
H (-4.14671, 0.57604, 0.02231)
C (-1.64622, 1.89567, -3.57674)
O (0.22028, -2.42622, 4.80096)
C (0.32435, -5.90877, 2.02116)
C (0.76929, -5.69522, 0.54624)
C (0.80383, -1.26525, 5.51252)
C (-2.77377, 0.76883, 3.18194)
H (-1.23737, 0.16375, -5.16064)
H (0.79335, -3.90697, 6.20403)
H (-2.59946, 5.31845, -0.44044)
C (-2.59432, -0.81302, 5.03026)
O (0.64746, 0.11983, 2.34762)
O (-0.09740, -1.04087, -0.82365)
H (-0.53711, 2.13195, -1.27186)
H (2.04533, 1.22091, -2.87677)
H (1.85471, -5.59801, 0.56928)
H (0.40428, 0.33131, -5.24511)
H (1.80290, -4.65784, 2.81985)
C (-1.31778, 3.59114, -0.11337)
H (1.83304, -3.69457, -1.18700)
H (-0.42869, -5.28893, 4.51453)

Computed properties:
charge = +1
E_HOMO = -0.384 Ha
frontier orbital gap = 2.485 eV
calculated total energy = -68610.8987 eV

***

Record 3
ORCA calculation (the ωB97M-V functional and the def2-TZVPD basis) on 10 unconnected molecules or ions with the total composition C24H60O14S8 at a distorted geometry.

Cartesian coordinates (Å):
S (2.94029, -4.35134, 0.69695)
S (2.02092, -3.83626, -3.95343)
C (0.39792, -3.79243, -3.18977)
H (-6.02771, 3.81684, 0.75576)
H (0.37601, 5.22569, 2.95983)
O (-2.45716, 4.09260, 1.26085)
O (0.62831, 7.16300, 1.13040)
H (1.76932, 2.82866, 5.34936)
H (0.55759, 2.60610, 6.63821)
C (2.37632, -5.52110, -3.39552)
O (-1.26804, 4.62284, 5.16651)
C (3.35286, -2.79269, -0.26852)
H (0.30612, 3.40331, -2.94376)
C (0.92265, 4.46838, 3.52177)
H (5.22378, -4.27621, 1.11451)
H (1.88397, -6.37195, -3.86641)
C (0.90905, 2.80647, -3.62813)
H (0.19743, 1.78789, -1.03209)
C (0.32390, 4.86720, -0.22058)
H (4.41041, 1.80496, -0.98208)
C (-3.93339, -3.32401, -1.80388)
H (-1.93895, -5.45549, 3.16803)
H (4.33602, 1.19590, 0.65092)
H (2.60598, -2.39344, -0.95472)
H (-2.71835, -4.85184, -0.76149)
H (4.36106, -2.84568, -0.67941)
H (0.14066, 2.14292, 4.98989)
H (6.40854, 4.79627, 0.73204)
H (2.93409, 1.75606, 0.09969)
H (-3.61632, -3.85655, 0.31346)
H (-4.85058, 2.50971, 0.70465)
C (0.70616, 2.85743, 5.58804)
H (2.92182, 2.21540, -5.25324)
H (-0.29388, 4.50278, 0.60018)
C (4.40331, -4.52336, 1.78820)
H (-3.20249, -3.14359, -2.59212)
S (2.45796, 1.95797, -2.97481)
H (-5.12497, 3.40057, 2.24260)
O (3.71057, 4.46659, -0.71502)
H (1.62495, 8.11058, -1.47966)
H (1.21896, 3.51096, -4.39997)
O (-6.51158, -1.04015, -1.49175)
H (4.35139, -3.87786, 2.66497)
C (-0.64368, 0.02844, -0.19507)
H (-1.12215, 2.20175, -0.01071)
C (-5.07291, 3.47641, 1.15648)
S (0.25525, 4.62898, 5.33293)
H (4.40867, -5.55256, 2.14712)
C (-0.27171, 1.52394, -0.08428)
C (-5.08753, -4.03616, -2.44544)
H (-4.45907, -8.01626, 4.68807)
H (0.76633, 6.82469, -2.37865)
O (3.19738, -5.52079, -0.26613)
S (0.05347, 6.64878, -0.21494)
S (-3.74206, 4.69819, 0.71619)
O (-1.02341, -2.18485, 2.47959)
H (6.29490, 3.24340, 0.03881)
H (1.39036, 4.67489, -0.10318)
H (-0.13442, 4.62020, -1.17820)
H (-0.40986, -4.14096, -3.83330)
H (2.09807, -5.64089, -2.34846)
C (-2.61528, -5.02119, 3.90429)
H (-2.13235, -5.17602, 4.86912)
H (4.23260, 1.53239, -4.50770)
H (-2.65937, -3.94708, 3.72418)
H (-4.48256, 3.57159, -1.40305)
C (1.31601, 7.06533, -1.46868)
H (0.31482, -4.38018, -2.27557)
H (-2.93749, -7.31315, 5.26039)
H (0.76992, 3.52414, 2.99909)
H (2.23830, 6.48454, -1.48118)
C (-0.66800, -1.55177, 1.41737)
H (-3.11444, -7.66846, 3.58985)
S (3.98129, 3.74878, 0.56638)
H (0.45191, 1.73028, 0.70433)
H (-1.37928, -0.14227, -0.98111)
C (3.14899, 1.42008, -4.54333)
H (-4.34248, 5.28270, -1.51655)
C (5.84740, 3.86541, 0.81401)
C (-3.08384, -3.83248, -0.63732)
H (5.99379, 3.36357, 1.77048)
H (3.46472, -5.46609, -3.41733)
H (2.69760, 0.50841, -4.93476)
C (0.57251, -0.80822, -0.31622)
O (0.39333, -1.89427, 0.51621)
H (1.97983, 4.72923, 3.47259)
O (-4.57430, -2.09094, -1.55613)
C (3.99146, 2.00306, 0.00449)
H (0.37744, 2.04589, -4.19998)
S (-4.36877, -5.60795, 4.11034)
O (2.92282, -2.80785, -3.24866)
O (2.01473, 0.73000, -2.26057)
C (-3.86872, 4.40848, -1.07002)
H (1.41559, -0.13831, -0.14730)
C (-3.66987, -7.30205, 4.45318)
H (0.57302, -0.94447, -1.39768)
C (-5.82856, -2.05652, -1.76152)
O (-1.11554, -0.30899, 1.10757)
O (-6.22166, -3.24141, -2.26094)
H (0.13792, -2.78704, -2.85856)
H (3.27626, -1.99144, 0.46648)
O (-4.83107, -5.63487, 2.66179)
H (-2.85212, 4.37013, -1.46136)
H (-5.39258, -4.85294, -1.79128)
H (-2.19760, -3.21921, -0.47434)
H (-5.10868, -4.33931, -3.49222)

Computed properties:
energy above the lowest of the compared OMol25 structures with the same formula, charge and spin = 118.3 kcal per mole
E_HOMO = -0.317 Ha
frontier orbital gap = 8.634 eV
calculated total energy = -141197.0845 eV

***

Record 4
ORCA calculation (the ωB97M-V functional and the def2-TZVPD basis) on 8 unconnected molecules or ions with the total composition C24H61F5N3O7 at a distorted geometry.

Cartesian coordinates (Å):
H (-1.29478, 2.41951, 0.64933)
H (-2.38272, 0.07181, 5.16817)
C (0.73460, 2.89603, 0.05043)
H (1.27131, 3.13250, -2.03220)
O (2.28114, 3.85043, 4.19183)
C (0.84004, 1.34516, 5.15538)
H (-6.82535, -4.86519, -4.03611)
H (5.04722, -2.78747, -0.10303)
O (-1.17097, 2.21459, 4.16606)
H (1.36010, 6.81950, 5.46906)
N (1.40724, -3.80747, -1.84462)
H (1.36873, 0.43883, 5.46670)
F (-1.78132, -1.92320, -3.08450)
C (-6.13647, -6.04696, -2.35130)
C (0.69806, -2.61820, -1.23632)
H (1.25657, 5.21469, 6.22974)
H (3.99190, 1.62474, -3.79387)
N (1.01491, -1.36009, -1.72554)
H (-0.40568, 0.38415, 3.68731)
H (0.07548, 4.31547, -1.45306)
C (-5.49886, 2.58527, -2.96341)
H (-3.74023, 0.44171, -2.87461)
H (6.47563, 1.05444, -4.23919)
C (2.42089, 5.25252, 4.40660)
H (1.52716, 5.78516, 2.50343)
H (4.63104, -0.28791, -5.29422)
C (-6.22794, -4.74271, -3.12728)
H (6.94179, -0.65049, -4.44090)
H (3.20146, -3.42529, 2.88903)
H (2.57301, 7.04682, 3.19537)
H (-5.23168, -4.38373, -3.40938)
C (4.66326, -1.26983, 1.93370)
C (3.84654, 0.58345, -3.48981)
C (2.45054, 5.96707, 3.06492)
O (4.17296, -2.36589, -0.14888)
H (0.76108, -1.16314, -2.73085)
H (-3.48247, 2.80834, -3.68108)
H (0.86823, -4.69627, -1.74241)
C (-3.51132, 1.26098, -2.18594)
H (-6.06668, -7.33773, -4.09444)
H (2.71867, -1.70485, 1.12133)
C (6.25799, 0.02978, -3.92208)
H (-4.46898, -6.86947, -3.46802)
H (-4.11139, 3.44919, -0.98162)
H (-0.39570, 2.63195, -1.78184)
H (3.37052, 5.41093, 4.92904)
H (-0.81883, 4.10416, 0.96520)
C (-3.99539, 2.59249, -2.73760)
H (1.51089, -0.63903, -1.13367)
H (-5.78731, 1.80575, -3.67545)
H (-0.93708, -0.64349, 5.91870)
H (4.75485, -0.30445, 1.42462)
F (-1.56397, -0.69573, -0.30247)
H (1.45281, 1.87215, 4.41629)
O (-3.66030, 3.63258, -1.82248)
H (4.32160, -1.09443, 2.95858)
C (3.70359, -2.18006, 1.18404)
C (-5.49129, -7.14327, -3.18396)
H (0.00960, -2.37546, 0.71430)
H (-6.03564, 2.41617, -2.02317)
H (3.27417, 5.59281, 2.44767)
H (0.44277, 0.98036, -0.22499)
H (-6.68291, -3.95960, -2.51149)
H (0.30779, 5.55663, 4.78925)
H (2.89157, -4.18164, 1.30892)
C (-0.46871, 3.06720, 0.96379)
C (-1.39865, 0.29438, 5.59430)
H (1.56148, 3.51765, 0.41055)
C (-1.66557, -2.18643, -0.46438)
C (-2.36562, -2.62243, -1.88090)
C (0.39965, 3.27240, -1.38405)
H (-3.97764, 1.04486, -1.21804)
C (4.81262, -0.33959, -4.21524)
O (1.17077, 1.53978, 0.09318)
C (-0.52592, 1.01183, 4.57691)
H (-5.42091, -8.07248, -2.60853)
H (4.54238, -4.04787, 1.89974)
H (2.81029, 0.29814, -3.70018)
H (3.97891, 0.51442, -2.40413)
C (1.27285, 5.74639, 5.27238)
H (4.73570, -1.74011, -2.85016)
O (4.57689, -1.68474, -3.80717)
F (-2.46714, -4.10588, -2.08032)
H (-4.47780, -5.55957, -1.43362)
H (2.39556, -3.90522, -1.52426)
H (-7.13873, -6.36181, -2.04120)
C (3.57565, -3.53281, 1.86615)
H (-0.21633, 2.78098, 1.99038)
H (-2.42954, 1.28491, -2.01674)
F (-3.79486, -2.13618, -1.82171)
H (-5.83470, 3.55385, -3.34885)
N (-0.34319, -2.85816, -0.16631)
H (0.74733, 2.01075, 6.02104)
H (-1.28189, 2.77829, 4.94971)
F (-2.60989, -2.64761, 0.62083)
H (6.47589, -0.05892, -2.85184)
H (5.66849, -1.70457, 1.96966)
H (-1.57078, 0.92266, 6.47544)
H (1.44046, 3.70027, 3.72829)
O (-5.36955, -5.83951, -1.16795)

Computed properties:
charge = +1
E_HOMO = -0.437 Ha
frontier orbital gap = 5.433 eV
calculated total energy = -58256.1936 eV